{"formula": "C43H55N6PdSSi", "method": "the ωB97M-V functional and the def2-TZVPD basis", "symbols": ["Pd", "C", "C", "C", "C", "C", "C", "C", "N", "C", "N", "C", "C", "C", "C", "C", "C", "C", "N", "C", "C", "C", "C", "C", "C", "C", "H", "H", "H", "H", "H", "H", "H", "H", "H", "H", "H", "H", "H", "H", "H", "H", "H", "H", "H", "H", "H", "H", "S", "C", "C", "C", "C", "C", "C", "C", "C", "C", "N", "H", "H", "H", "H", "H", "H", "C", "Si", "C", "C", "C", "C", "C", "C", "C", "C", "H", "H", "H", "H", "H", "H", "H", "H", "H", "H", "H", "H", "H", "H", "H", "H", "H", "H", "H", "H", "H", "C", "N", "C", "C", "N", "H", "H", "H", "H", "H", "H"], "coordinates": [[1.02, -0.29, -0.03], [-4.42, 3.11, -2.44], [-4.85, 2.64, -1.08], [-6.09, 2.97, -0.56], [-6.50, 2.53, 0.69], [-5.67, 1.72, 1.43], [-4.42, 1.36, 0.94], [-4.01, 1.83, -0.31], [-2.76, 1.48, -0.88], [-1.63, 1.06, -0.22], [-1.45, 1.65, 0.97], [-0.51, 1.40, 1.99], [0.53, 0.50, 1.81], [1.36, 0.33, 2.93], [1.20, 1.02, 4.11], [0.16, 1.93, 4.23], [-0.72, 2.13, 3.18], [-1.87, 3.09, 3.31], [-0.76, 0.26, -0.81], [-1.22, -0.21, -2.11], [-2.15, -1.23, -2.18], [-2.66, -1.66, -3.40], [-2.25, -1.03, -4.57], [-1.35, 0.02, -4.49], [-0.82, 0.46, -3.28], [0.14, 1.60, -3.26], [-5.13, 3.83, -2.84], [-4.35, 2.28, -3.16], [-3.43, 3.59, -2.40], [-6.75, 3.60, -1.16], [-7.48, 2.82, 1.07], [-5.98, 1.35, 2.40], [-3.79, 0.69, 1.51], [-2.79, 1.24, -1.86], [-2.18, 2.30, 1.20], [2.15, -0.41, 2.88], [1.86, 0.85, 4.95], [0.02, 2.49, 5.15], [-1.86, 3.56, 4.30], [-2.84, 2.60, 3.21], [-1.82, 3.90, 2.57], [-2.51, -1.68, -1.26], [-3.38, -2.47, -3.43], [-2.63, -1.35, -5.52], [-1.04, 0.52, -5.40], [0.28, 2.00, -4.26], [1.11, 1.28, -2.87], [-0.22, 2.41, -2.61], [3.76, -1.75, -3.35], [2.19, -2.19, -3.87], [1.23, -1.83, -2.98], [1.74, -1.16, -1.82], [3.10, -1.07, -1.92], [3.89, -0.50, -0.85], [5.27, -0.36, -0.89], [5.92, 0.29, 0.15], [5.16, 0.83, 1.17], [3.79, 0.64, 1.16], [3.16, -0.06, 0.20], [2.06, -2.69, -4.81], [0.19, -2.05, -3.16], [5.82, -0.75, -1.73], [7.00, 0.39, 0.14], [5.60, 1.39, 1.98], [3.17, 1.07, 1.92], [-0.07, -3.62, -0.66], [0.59, -2.64, 0.78], [-0.77, -2.75, 2.16], [-1.34, -4.19, 2.20], [-0.32, -2.43, 3.59], [-1.97, -1.86, 1.84], [2.23, -3.52, 1.26], [1.84, -4.87, 1.91], [3.05, -3.87, 0.01], [3.13, -2.81, 2.27], [-0.22, -4.64, -0.30], [0.63, -3.66, -1.49], [-1.03, -3.27, -1.05], [-0.64, -4.92, 2.61], [-1.69, -4.55, 1.23], [-2.21, -4.18, 2.87], [0.55, -3.01, 3.89], [-1.13, -2.68, 4.28], [-0.09, -1.38, 3.73], [-2.50, -2.20, 0.95], [-1.69, -0.82, 1.71], [-2.69, -1.91, 2.67], [1.12, -5.44, 1.32], [1.44, -4.74, 2.92], [2.75, -5.47, 1.99], [2.52, -4.57, -0.64], [3.98, -4.36, 0.33], [3.31, -3.00, -0.58], [2.61, -2.55, 3.19], [3.58, -1.91, 1.86], [3.95, -3.48, 2.55], [3.17, 4.58, -2.45], [2.11, 4.47, -1.45], [1.04, 5.46, -1.44], [1.87, 3.27, -0.94], [1.66, 2.23, -0.48], [3.50, 5.62, -2.48], [2.82, 4.29, -3.45], [4.01, 3.96, -2.17], [1.48, 6.45, -1.49], [0.48, 5.37, -0.51], [0.36, 5.33, -2.29]], "mulliken_charge": [-1.573, -1.441, 0.464, -0.733, -0.755, -0.998, 0.065, 0.199, 0.083, -0.856, 0.653, -0.126, 0.157, 0.548, -1.599, -1.158, 1.434, -1.573, 1.135, -1.249, -0.409, -1.267, -1.022, -0.863, 1.649, -1.161, 0.438, 0.291, 0.268, 0.409, 0.407, 0.450, 0.619, 0.412, 0.327, 0.718, 0.496, 0.399, 0.449, 0.293, 0.326, 0.656, 0.471, 0.440, 0.451, 0.535, -0.070, 0.067, -0.296, -0.835, -0.848, 0.639, 0.826, 0.196, -1.111, -0.968, -0.973, -1.051, 1.929, 0.496, 0.726, 0.553, 0.453, 0.547, 0.639, -1.738, 0.512, 2.372, -1.936, -1.482, -1.977, 2.715, -2.075, -1.732, -1.726, 0.621, 0.437, 0.346, 0.374, 0.376, 0.589, 0.284, 0.592, 0.185, 0.284, 0.107, 0.721, 0.351, 0.389, 0.598, 0.324, 0.553, 0.312, 0.256, 0.168, 0.638, -0.930, -0.003, -0.906, 0.251, -0.131, 0.330, 0.295, 0.330, 0.339, 0.302, 0.304], "relative_energy_ev": 0.3434, "orbital_gap_ev": 7.2, "total_charge": 1}


{"formula": "C43H56BrFN3O35P", "method": "the ωB97M-V functional and the def2-TZVPD basis", "symbols": ["C", "C", "C", "F", "C", "C", "N", "C", "C", "C", "C", "N", "N", "C", "O", "P", "O", "Br", "H", "H", "H", "H", "H", "H", "H", "H", "H", "H", "H", "H", "C", "C", "O", "C", "O", "O", "H", "H", "H", "H", "C", "C", "O", "C", "O", "O", "H", "H", "H", "H", "C", "C", "O", "C", "O", "O", "H", "H", "H", "H", "C", "C", "O", "C", "O", "O", "H", "H", "H", "H", "C", "C", "O", "C", "O", "O", "H", "H", "H", "H", "C", "C", "O", "C", "O", "O", "H", "H", "H", "H", "C", "C", "O", "C", "O", "O", "H", "H", "H", "H", "C", "C", "O", "C", "O", "O", "H", "H", "H", "H", "C", "C", "O", "C", "O", "O", "H", "H", "H", "H", "C", "C", "O", "C", "O", "O", "H", "H", "H", "H", "C", "C", "O", "C", "O", "O", "H", "H", "H", "H"], "coordinates": [[3.88, 0.31, -1.53], [2.76, -0.62, -2.22], [1.40, -0.62, -1.46], [1.22, -1.97, -1.00], [0.11, -0.09, -2.27], [0.20, -0.52, -3.75], [0.56, -0.65, -4.83], [-1.06, -1.05, -1.70], [-2.51, -0.64, -2.17], [-0.01, 1.43, -1.95], [-0.63, 1.53, -0.50], [-1.03, 1.59, 0.57], [1.33, 2.10, -1.78], [1.34, 3.24, -2.34], [1.75, 4.14, -2.93], [-1.02, 2.67, -2.96], [-2.71, 2.35, -2.85], [-0.65, 2.46, -5.21], [3.77, 1.31, -2.03], [3.75, 0.40, -0.43], [4.89, -0.06, -1.84], [2.77, -0.31, -3.29], [3.21, -1.65, -2.19], [1.54, -0.06, -0.49], [-1.06, -1.13, -0.59], [-0.87, -2.03, -2.21], [-2.47, -0.19, -3.20], [-3.13, -1.57, -2.28], [-3.01, 0.12, -1.51], [-2.89, 2.29, -1.89], [2.25, 7.34, -2.03], [1.03, 8.15, -2.37], [1.35, 9.44, -1.86], [2.71, 9.52, -1.80], [3.31, 10.52, -1.57], [3.29, 8.31, -2.03], [2.45, 6.56, -2.76], [2.19, 6.89, -1.04], [0.87, 8.23, -3.45], [0.13, 7.76, -1.91], [-3.46, -3.92, 2.14], [-2.22, -4.75, 1.96], [-2.02, -4.72, 0.55], [-2.63, -3.60, 0.08], [-2.51, -3.19, -1.04], [-3.39, -3.02, 1.04], [-3.46, -3.38, 3.09], [-4.37, -4.51, 2.06], [-1.35, -4.31, 2.45], [-2.35, -5.77, 2.32], [1.48, 0.37, -9.08], [0.35, 0.27, -8.09], [-0.26, 1.56, -8.18], [0.06, 2.07, -9.41], [-0.42, 3.06, -9.86], [1.00, 1.31, -10.03], [1.71, -0.58, -9.56], [2.40, 0.76, -8.63], [-0.38, -0.49, -8.38], [0.70, 0.07, -7.08], [1.54, -6.19, 1.02], [2.64, -5.37, 1.65], [1.98, -4.77, 2.77], [0.93, -5.56, 3.09], [0.27, -5.44, 4.08], [0.71, -6.51, 2.14], [1.92, -7.09, 0.54], [0.95, -5.62, 0.30], [3.47, -5.98, 2.01], [3.02, -4.60, 0.97], [1.52, -8.40, 5.02], [0.49, -9.42, 5.39], [0.47, -10.29, 4.25], [1.68, -10.16, 3.63], [2.06, -10.86, 2.75], [2.39, -9.12, 4.16], [2.05, -8.02, 5.89], [1.09, -7.56, 4.47], [0.77, -10.00, 6.27], [-0.49, -8.99, 5.56], [5.83, 5.93, 1.24], [4.74, 6.90, 0.92], [3.63, 6.05, 0.63], [3.86, 4.86, 1.25], [3.06, 3.98, 1.35], [5.12, 4.81, 1.75], [6.53, 6.32, 1.98], [6.39, 5.63, 0.35], [4.48, 7.53, 1.77], [4.98, 7.54, 0.07], [0.01, 5.55, 1.53], [-1.18, 4.75, 1.98], [-2.28, 5.62, 1.68], [-1.87, 6.47, 0.70], [-2.59, 7.21, 0.11], [-0.53, 6.36, 0.49], [0.82, 4.93, 1.16], [0.39, 6.20, 2.32], [-1.30, 3.83, 1.41], [-1.15, 4.51, 3.04], [5.44, 6.10, 5.25], [6.29, 6.85, 6.24], [7.01, 7.76, 5.41], [6.29, 7.94, 4.28], [6.52, 8.76, 3.45], [5.25, 7.06, 4.21], [4.48, 5.80, 5.67], [5.95, 5.23, 4.84], [5.69, 7.42, 6.95], [6.97, 6.20, 6.78], [-5.85, -4.92, -2.83], [-6.69, -6.11, -2.44], [-6.78, -5.98, -1.02], [-6.58, -4.67, -0.72], [-6.75, -4.19, 0.36], [-6.16, -3.97, -1.81], [-6.12, -4.53, -3.81], [-4.78, -5.13, -2.81], [-7.69, -6.07, -2.86], [-6.22, -7.05, -2.72], [-2.52, -8.77, 9.78], [-2.88, -9.25, 8.40], [-1.80, -8.78, 7.60], [-0.73, -8.61, 8.42], [0.37, -8.39, 8.05], [-1.09, -8.73, 9.73], [-2.86, -9.44, 10.56], [-2.89, -7.76, 9.98], [-2.92, -10.34, 8.34], [-3.83, -8.85, 8.05], [-4.71, 5.20, -5.65], [-5.16, 4.18, -4.65], [-6.37, 3.69, -5.22], [-6.31, 3.93, -6.56], [-7.09, 3.50, -7.36], [-5.25, 4.72, -6.88], [-3.63, 5.28, -5.70], [-5.13, 6.20, -5.45], [-4.45, 3.36, -4.56], [-5.34, 4.61, -3.67]], "mulliken_charge": [-1.012, -0.633, 0.106, -0.445, 1.834, -0.326, -0.602, -1.659, -0.983, 1.381, -0.555, -0.603, -0.366, 0.497, -0.496, 0.382, -0.502, -0.091, 0.154, 0.282, 0.398, 0.227, 0.447, 0.339, 0.502, 0.689, 0.237, 0.502, 0.008, 0.295, 0.367, -0.230, -0.343, 0.667, -0.545, -0.390, 0.204, -0.096, 0.242, 0.204, -0.422, -0.087, -0.320, 0.651, -0.549, -0.300, 0.323, 0.228, 0.079, 0.414, -0.398, 0.001, -0.252, 0.566, -0.514, -0.339, 0.315, 0.275, 0.241, 0.107, -0.215, -0.349, -0.386, 0.739, -0.573, -0.284, 0.325, 0.161, 0.286, 0.304, 0.509, -0.131, -0.374, 0.628, -0.557, -0.360, 0.396, -0.529, 0.203, 0.224, -0.472, -0.147, -0.134, 0.428, -0.539, -0.381, 0.224, 0.340, 0.204, 0.389, 0.070, -0.035, -0.368, 0.545, -0.546, -0.153, -0.097, 0.214, -0.003, 0.341, -0.342, -0.366, -0.339, 0.642, -0.509, -0.200, 0.324, 0.241, 0.265, 0.306, -0.252, -0.340, -0.326, 0.674, -0.551, -0.269, 0.326, 0.199, 0.257, 0.301, -0.359, -0.331, -0.266, 0.633, -0.490, -0.324, 0.304, 0.265, 0.277, 0.283, -0.335, 0.010, -0.352, 0.635, -0.520, -0.339, 0.279, 0.260, 0.006, 0.318], "orbital_gap_ev": 9.3, "smiles": "CC[C@H](F)[C@@](C#N)(CC)[C@@](C#N)(N=C=O)P(O)Br.O=C1OCCO1.O=C1OCCO1.O=C1OCCO1.O=C1OCCO1.O=C1OCCO1.O=C1OCCO1.O=C1OCCO1.O=C1OCCO1.O=C1OCCO1.O=C1OCCO1.O=C1OCCO1"}